1.
Entry from the OMol25 dataset: a structure of composition C39H53Cl3N2O6SSeTl (ωB97M-V/def2-TZVPD).

Each line ends with the Mulliken charge.
Atoms and positions in Å:
Tl1 -2.63 -0.89 1.67  1.1082
C1 -0.34 -4.22 -5.18  -1.7731
C2 -0.22 -2.70 -5.36  2.2064
C3 1.27 -2.32 -5.50  -1.6115
C4 -0.93 -2.31 -6.66  -2.2522
C5 -0.82 -1.99 -4.14  -1.1012
C6 -0.26 -2.16 -2.89  -0.2844
C7 -0.81 -1.55 -1.76  -1.0309
Se1 -0.14 -1.97 -0.09  0.2681
C8 1.06 -0.42 0.68  -0.3242
C9 2.16 -0.52 -0.26  -0.3171
C10 2.41 0.47 -1.12  -0.0613
C11 1.70 1.73 -0.94  -0.4941
C12 0.70 1.97 -0.06  0.8657
C13 0.21 0.82 0.71  0.9806
O1 -0.83 0.85 1.36  -0.9640
C14 0.22 3.41 0.14  1.8113
C15 1.37 4.21 0.76  -1.6712
C16 -0.15 4.03 -1.22  -1.6307
C17 -1.01 3.57 1.05  -2.0885
C18 3.51 0.39 -2.18  1.6264
C19 3.86 -1.07 -2.49  -1.8210
C20 3.05 1.05 -3.48  -1.8547
C21 4.75 1.11 -1.65  -1.6727
C22 -1.96 -0.68 -1.83  1.2534
O2 -2.41 -0.10 -0.79  -0.9631
C23 -2.53 -0.51 -3.14  -0.6261
C24 -1.95 -1.15 -4.21  0.3815
C25 -3.75 0.41 -3.32  2.3173
C26 -3.39 1.83 -2.85  -1.5543
C27 -4.20 0.50 -4.77  -2.3808
C28 -4.92 -0.13 -2.48  -1.6881
H1 0.11 -4.74 -6.03  0.4484
H2 -1.38 -4.51 -5.11  0.3822
H3 0.17 -4.55 -4.27  0.3032
H4 1.69 -2.79 -6.39  0.5173
H5 1.85 -2.65 -4.64  0.2989
H6 1.38 -1.24 -5.59  0.2629
H7 -0.44 -2.82 -7.50  0.4461
H8 -0.88 -1.24 -6.84  0.4002
H9 -1.98 -2.62 -6.65  0.4165
H10 0.61 -2.79 -2.76  0.4760
H11 2.72 -1.45 -0.27  0.6417
H12 2.04 2.56 -1.53  0.3229
H13 2.27 4.18 0.14  0.2323
H14 1.63 3.81 1.75  0.2804
H15 1.08 5.26 0.89  0.5058
H16 0.70 4.06 -1.91  0.2609
H17 -0.50 5.06 -1.08  0.5153
H18 -0.95 3.46 -1.69  0.2420
H19 -0.78 3.29 2.08  0.3145
H20 -1.85 2.98 0.71  0.2732
H21 -1.30 4.63 1.05  0.5214
H22 2.96 -1.66 -2.68  0.2377
H23 4.41 -1.54 -1.67  0.2913
H24 4.50 -1.11 -3.37  0.4763
H25 2.10 0.61 -3.83  0.2959
H26 3.80 0.90 -4.26  0.5462
H27 2.90 2.12 -3.37  0.3412
H28 5.11 0.65 -0.73  0.2427
H29 4.54 2.16 -1.44  0.2962
H30 5.56 1.07 -2.39  0.4831
H31 -2.39 -1.00 -5.19  0.5254
H32 -2.58 2.24 -3.46  0.3311
H33 -3.07 1.82 -1.81  0.1687
H34 -4.26 2.49 -2.94  0.5069
H35 -3.41 0.89 -5.42  0.3948
H36 -5.05 1.18 -4.83  0.4598
H37 -4.52 -0.47 -5.16  0.4096
H38 -4.64 -0.19 -1.43  0.2374
H39 -5.21 -1.12 -2.83  0.3625
H40 -5.78 0.54 -2.58  0.4493
C29 3.55 -1.30 2.47  -1.6079
C30 2.24 -0.61 2.81  0.7522
C31 2.37 0.90 2.85  -0.9362
O3 1.16 -1.05 1.93  -0.0587
H41 4.22 -1.26 3.34  0.4670
H42 4.05 -0.82 1.63  0.2956
H43 3.37 -2.35 2.22  0.3007
H44 1.91 -0.96 3.79  0.4464
H45 2.58 1.30 1.86  -0.0021
H46 3.20 1.17 3.50  0.6388
H47 1.47 1.36 3.24  0.0908
N1 -1.22 0.00 4.15  0.0073
C32 -1.32 0.30 5.54  0.5810
C33 -1.97 1.46 5.96  -0.5869
C34 -2.08 1.74 7.31  -0.7640
C35 -1.55 0.87 8.26  -0.1478
C36 -0.92 -0.29 7.84  -0.6601
C37 -0.80 -0.57 6.48  0.1921
S1 -1.69 1.27 10.01  1.2971
O4 -0.95 0.21 10.68  -0.7288
O5 -3.12 1.27 10.27  -0.6934
O6 -1.07 2.59 10.11  -0.6971
H48 -0.45 -0.61 3.93  -0.2976
H49 -1.15 0.83 3.58  0.0699
H50 -2.37 2.15 5.22  0.3971
H51 -2.56 2.65 7.65  0.3271
H52 -0.51 -0.95 8.59  0.4926
H53 -0.29 -1.47 6.15  0.1755
Cl1 -0.40 -4.42 6.16  -0.0654
C38 0.17 -4.71 4.53  0.6650
Cl2 1.86 -4.24 4.37  -0.1204
Cl3 -0.03 -6.42 4.09  -0.1219
C39 -0.63 -3.90 3.60  -0.3107
N2 -1.27 -3.27 2.88  -0.1690

Properties
**Highest occupied orbital energy**: -5.20 eV
**Lowest unoccupied orbital energy**: 0.69 eV
**Net charge**: -1
**ΔE to the lowest compared entry with this formula, charge and spin**: 1.7 kcal/mol
**Max |F|**: 1.6 eV Å⁻¹
**Gap between HOMO and LUMO**: 5.89 eV
**Electronic energy**: -6431.59610 hartree

=====

2.
Entry from the OMol25 dataset: a structure of composition C39H53F3MnO4Sb3 (ωB97M-V/def2-TZVPD).

Each line ends with the Löwdin spin population.
Atoms and positions in Å:
Mn1 -0.17 -0.25 -0.09  4.6388
C1 0.47 2.63 1.46  0.0014
O1 -0.13 1.36 1.68  0.0291
C2 -1.15 1.40 2.67  0.0022
C3 -1.82 0.04 2.72  0.0013
O2 -2.19 -0.30 1.40  0.0216
C4 -2.80 -1.57 1.30  0.0018
C5 -3.14 -1.84 -0.16  0.0020
O3 -1.93 -1.80 -0.91  0.0237
C6 -2.16 -2.02 -2.29  0.0032
H1 0.96 2.98 2.36  0.0003
H2 -0.28 3.36 1.15  0.0000
H3 1.20 2.48 0.66  0.0001
H4 -1.89 2.16 2.41  0.0001
H5 -0.70 1.64 3.65  0.0005
H6 -2.70 0.09 3.37  0.0003
H7 -1.13 -0.72 3.12  0.0001
H8 -3.72 -1.61 1.91  0.0003
H9 -2.11 -2.35 1.65  0.0004
H10 -3.84 -1.08 -0.53  0.0004
H11 -3.61 -2.82 -0.24  0.0005
H12 -2.67 -2.99 -2.43  0.0003
H13 -1.18 -2.05 -2.76  0.0008
H14 -2.78 -1.23 -2.73  0.0009
C7 0.36 -4.76 -1.68  0.0078
Sb1 0.84 -3.20 -0.25  0.0202
C8 -0.01 -4.27 1.43  0.0028
C9 2.93 -3.89 0.01  0.0062
C10 3.18 -4.43 1.37  0.0005
C11 3.02 -5.80 1.59  0.0005
C12 3.20 -6.35 2.84  0.0002
C13 3.54 -5.54 3.90  0.0007
C14 3.72 -4.19 3.70  0.0002
C15 3.55 -3.61 2.44  0.0007
C16 3.79 -2.16 2.30  0.0057
Sb2 1.96 -0.92 2.37  0.0140
C17 1.48 -1.49 4.41  0.0045
C18 3.12 0.81 2.96  0.0023
H15 0.66 -5.73 -1.28  0.0008
H16 0.90 -4.58 -2.61  0.0000
H17 -0.70 -4.78 -1.90  0.0000
H18 0.61 -5.13 1.66  0.0003
H19 -1.01 -4.60 1.18  0.0000
H20 -0.04 -3.61 2.30  0.0001
H21 3.58 -3.04 -0.22  0.0002
H22 3.07 -4.65 -0.75  0.0003
H23 2.77 -6.43 0.75  0.0000
H24 3.08 -7.42 2.98  0.0000
H25 3.69 -5.97 4.88  0.0000
H26 4.01 -3.56 4.52  0.0000
H27 4.31 -1.91 1.38  0.0002
H28 4.39 -1.79 3.14  0.0005
H29 2.40 -1.56 4.98  0.0005
H30 0.99 -2.46 4.43  0.0000
H31 0.83 -0.75 4.86  0.0000
H32 3.85 0.52 3.71  0.0003
H33 2.48 1.58 3.37  0.0000
H34 3.65 1.21 2.10  0.0000
F1 -5.42 4.44 -6.01  -0.0001
C19 -4.65 3.86 -5.08  -0.0004
C20 -4.59 2.48 -5.02  0.0003
C21 -3.80 1.88 -4.05  0.0007
C22 -3.06 2.65 -3.17  0.0131
C23 -3.13 4.03 -3.26  0.0017
C24 -3.91 4.65 -4.21  0.0007
Sb3 -1.84 1.76 -1.61  0.0218
C25 -2.92 2.89 -0.09  0.0019
C26 -4.03 2.23 0.42  0.0004
C27 -4.77 2.76 1.46  0.0001
C28 -4.39 3.98 1.98  -0.0001
F2 -5.07 4.49 3.02  0.0000
C29 -3.32 4.69 1.46  0.0001
C30 -2.60 4.14 0.42  0.0002
C31 -0.10 2.86 -2.28  -0.0007
C32 0.59 2.18 -3.28  -0.0007
C33 1.74 2.70 -3.83  0.0002
C34 2.21 3.92 -3.35  -0.0002
F3 3.35 4.42 -3.86  -0.0001
C35 1.55 4.61 -2.36  -0.0001
C36 0.38 4.07 -1.83  -0.0003
H35 -5.17 1.88 -5.71  0.0001
H36 -3.75 0.80 -4.00  0.0001
H37 -2.55 4.64 -2.58  0.0002
H38 -3.97 5.73 -4.29  0.0001
H39 -4.32 1.28 0.00  0.0003
H40 -5.62 2.25 1.87  0.0000
H41 -3.06 5.65 1.88  0.0000
H42 -1.79 4.72 -0.01  0.0000
H43 0.21 1.23 -3.64  0.0000
H44 2.29 2.19 -4.61  0.0000
H45 1.94 5.55 -2.00  0.0000
H46 -0.13 4.63 -1.07  0.0000
C37 3.63 1.33 -1.09  0.0027
C38 2.81 0.03 -1.13  0.0171
C39 3.05 -0.68 -2.47  0.0033
O4 1.48 0.24 -0.89  0.1348
H47 4.69 1.11 -1.11  0.0004
H48 3.40 1.88 -0.18  0.0000
H49 3.37 1.95 -1.94  0.0000
H50 3.21 -0.64 -0.33  0.0020
H51 2.72 -0.04 -3.29  0.0001
H52 2.48 -1.61 -2.51  0.0001
H53 4.10 -0.90 -2.60  0.0005

Properties
**2S+1**: 6
**Highest occupied orbital energy (alpha / beta)**: -10.22 / -10.35 eV
**Lowest unoccupied orbital energy (alpha / beta)**: -2.13 / -2.43 eV
**Net charge**: +1
**ΔE to the lowest compared entry with this formula, charge and spin**: 7.3 kcal/mol
**Max |F|**: 1.6 eV Å⁻¹
**Gap between HOMO and LUMO (alpha / beta)**: 8.09 / 7.92 eV
**Electronic energy**: -3989.90221 hartree

=====

3.
Entry from the OMol25 dataset: a structure of composition C39H53N5P2Ti (ωB97M-V/def2-TZVPD).

Each line ends with the Löwdin spin population.
Atoms and positions in Å:
Ti1 -0.72 -2.01 -1.76  1.7105
C1 -0.97 3.29 -1.15  0.0018
C2 -1.38 2.45 -2.11  0.0049
C3 -0.84 2.17 -3.47  0.0041
C4 0.45 1.37 -3.62  0.0196
C5 1.75 2.07 -3.30  -0.0007
C6 1.95 3.06 -2.44  0.0048
C7 1.07 4.30 -2.39  0.0007
C8 0.13 4.28 -1.16  0.0006
C9 1.20 -2.36 -1.36  -0.0029
H1 -1.51 3.31 -0.21  0.0001
H2 -2.19 1.78 -1.83  0.0044
H3 -0.83 3.09 -4.09  0.0000
H4 -1.60 1.51 -3.92  0.0032
H5 0.38 0.43 -3.02  0.0291
H6 0.53 1.04 -4.67  0.0001
H7 2.59 1.57 -3.79  0.0000
H8 2.77 3.06 -1.68  0.0002
H9 0.53 4.45 -3.35  0.0000
H10 1.69 5.18 -2.24  0.0001
H11 0.76 4.07 -0.29  0.0001
H12 -0.28 5.30 -1.02  0.0000
H13 1.50 -1.91 -0.41  -0.0004
H14 1.61 -1.82 -2.23  0.0039
H15 1.39 -3.43 -1.43  0.0024
P1 1.43 -1.32 -5.95  0.0081
P2 -2.41 -0.22 -5.71  0.0292
N1 2.73 -0.19 -6.52  0.0010
N2 1.85 -2.48 -7.25  0.0009
N3 -2.33 1.28 -6.75  0.0037
N4 -3.84 -0.79 -6.68  0.0020
C10 0.11 -0.48 -6.93  0.0000
C11 -1.24 -1.20 -6.75  0.0036
C12 3.94 -0.03 -5.84  0.0001
C13 4.76 0.82 -6.56  0.0000
C14 4.05 1.20 -7.74  0.0000
C15 2.81 0.55 -7.69  0.0002
C16 2.36 -3.75 -6.95  0.0001
C17 2.76 -4.37 -8.13  0.0000
C18 2.49 -3.45 -9.20  0.0001
C19 1.96 -2.30 -8.63  0.0001
C20 -2.52 2.59 -6.29  0.0002
C21 -2.29 3.49 -7.33  0.0000
C22 -1.93 2.71 -8.47  0.0002
C23 -2.01 1.37 -8.11  0.0006
C24 -4.72 -0.11 -7.54  0.0004
C25 -5.43 -1.02 -8.29  0.0001
C26 -5.00 -2.33 -7.90  0.0004
C27 -4.04 -2.16 -6.92  0.0004
H16 0.35 -0.42 -8.01  0.0000
H17 0.06 0.57 -6.60  0.0001
H18 -1.68 -1.43 -7.74  0.0000
H19 -1.13 -2.18 -6.25  0.0042
H20 4.09 -0.54 -4.89  0.0001
H21 5.76 1.14 -6.28  0.0000
H22 4.39 1.85 -8.54  0.0000
H23 2.01 0.57 -8.41  0.0000
H24 2.42 -4.07 -5.92  0.0000
H25 3.20 -5.35 -8.22  0.0000
H26 2.67 -3.61 -10.25  0.0000
H27 1.69 -1.37 -9.10  0.0000
H28 -2.89 2.77 -5.29  0.0000
H29 -2.42 4.56 -7.29  0.0000
H30 -1.70 3.08 -9.47  0.0000
H31 -1.89 0.48 -8.71  0.0000
H32 -4.76 0.98 -7.53  0.0001
H33 -6.19 -0.79 -9.04  0.0000
H34 -5.36 -3.28 -8.27  0.0000
H35 -3.45 -2.88 -6.38  0.0005
C28 -2.09 0.33 4.73  0.0001
C29 -1.39 0.31 3.38  0.0001
C30 -0.34 1.19 3.19  -0.0008
C31 0.37 1.20 1.99  0.0005
C32 1.49 2.19 1.84  0.0002
C33 0.03 0.29 0.97  0.0014
C34 -1.01 -0.65 1.13  0.0024
C35 -1.72 -0.61 2.37  -0.0012
N5 -1.25 -1.62 0.12  0.0052
C36 -2.10 -2.82 0.32  0.0239
C37 -1.67 -3.58 1.57  0.0053
C38 -3.54 -2.38 0.44  0.0039
C39 -1.95 -3.71 -0.93  0.0579
H36 -1.38 0.09 5.53  0.0000
H37 -2.48 1.33 4.98  0.0000
H38 -2.93 -0.37 4.79  0.0000
H39 -0.08 1.88 4.00  0.0000
H40 1.18 3.20 2.12  0.0000
H41 2.34 1.95 2.50  0.0000
H42 1.86 2.21 0.81  0.0000
H43 0.61 0.32 0.04  0.0015
H44 -2.53 -1.30 2.59  0.0000
H45 -1.66 -2.94 2.46  0.0005
H46 -2.40 -4.37 1.78  0.0002
H47 -0.68 -4.03 1.47  0.0001
H48 -3.90 -1.97 -0.51  0.0024
H49 -4.17 -3.23 0.73  0.0003
H50 -3.66 -1.61 1.20  0.0002
H51 -2.37 -3.16 -1.87  0.0404
H52 -0.87 -4.00 -1.11  0.0114
H53 -2.54 -4.64 -0.94  0.0013

Properties
**2S+1**: 3
**Highest occupied orbital energy (alpha / beta)**: -6.30 / -7.25 eV
**Lowest unoccupied orbital energy (alpha / beta)**: -0.09 / -0.95 eV
**Net charge**: 0
**Max |F|**: 4.1 eV Å⁻¹
**Gap between HOMO and LUMO (alpha / beta)**: 6.21 / 6.30 eV
**Electronic energy**: -3323.58902 hartree

=====

4.
Entry from the OMol25 dataset: a structure of composition C39H54BF3GaN8O2Se (ωB97M-V/def2-TZVPD).

Each line ends with the Mulliken charge.
Atoms and positions in Å:
Ga1 0.43 0.84 0.36  0.1540
N1 -1.81 2.14 1.11  -0.2885
C1 -2.72 2.03 -0.04  0.2465
C2 -4.19 2.31 0.33  -0.9887
C3 -5.32 1.83 -0.60  -0.2915
C4 -5.37 2.45 -2.01  -1.2409
N2 -4.28 2.07 -2.92  -0.0601
C5 -4.07 0.86 -3.44  0.6545
N3 -5.05 -0.04 -3.51  -0.3605
N4 -2.93 0.64 -4.09  -0.3641
C6 -2.37 0.67 -0.67  0.2363
O1 -3.22 -0.14 -1.04  -0.6471
O2 -1.11 0.50 -0.81  -0.2301
H1 -2.24 1.70 1.92  0.3041
H2 -1.63 3.11 1.35  0.2878
H3 -2.40 2.77 -0.79  0.0744
H4 -4.29 3.39 0.49  0.3419
H5 -4.37 1.83 1.30  0.4355
H6 -6.26 2.11 -0.12  0.4735
H7 -5.28 0.75 -0.67  0.1202
H8 -5.34 3.54 -1.94  0.4783
H9 -6.32 2.18 -2.48  0.3597
H10 -3.50 2.70 -2.95  0.2732
H11 -5.88 0.09 -2.96  0.2352
H12 -4.82 -0.98 -3.79  0.2398
H13 -2.14 1.25 -3.95  0.1866
H14 -2.67 -0.30 -4.36  0.1453
Se1 4.42 3.52 0.31  -0.0218
C7 3.12 2.41 0.32  0.1792
N5 2.25 1.60 0.30  0.0906
F1 1.08 8.52 0.93  -0.2491
C8 2.02 7.71 0.41  0.6887
F2 2.33 8.18 -0.80  -0.2808
F3 3.11 7.83 1.19  -0.2417
C9 1.52 6.29 0.37  0.4063
C10 1.24 5.63 1.56  -1.1765
C11 0.71 4.36 1.49  0.0111
N6 0.43 3.74 0.35  0.1310
C12 0.74 4.37 -0.79  -0.2616
C13 1.28 5.64 -0.83  -0.9013
H15 1.44 6.11 2.51  0.4532
H16 0.47 3.81 2.40  0.3627
H17 0.53 3.82 -1.70  0.4469
H18 1.50 6.13 -1.77  0.5040
C14 4.46 -0.53 3.47  -1.7392
C15 3.03 -0.11 3.12  2.3807
C16 2.76 1.34 3.53  -1.3763
C17 2.01 -1.02 3.77  0.6388
C18 1.89 -1.02 5.15  -0.6013
C19 0.95 -1.81 5.79  -1.7429
C20 0.12 -2.62 5.04  -0.4590
C21 0.22 -2.67 3.66  0.9974
C22 -0.73 -3.56 2.88  1.5571
C23 -0.57 -5.03 3.28  -1.6941
C24 -2.18 -3.10 3.10  -1.4619
C25 1.18 -1.87 3.03  -0.4919
N7 1.33 -2.01 1.61  0.2612
B1 0.94 -1.21 0.50  0.5794
N8 1.23 -2.00 -0.66  0.4634
C26 1.81 -3.19 -0.23  -0.7757
C27 1.86 -3.20 1.12  -0.9263
C28 0.96 -1.84 -2.06  0.3514
C29 -0.07 -2.62 -2.62  0.7662
C30 -0.33 -2.49 -3.98  -0.7459
C31 0.41 -1.63 -4.77  -1.6979
C32 1.45 -0.91 -4.22  -0.7204
C33 1.75 -1.01 -2.86  0.2503
C34 2.99 -0.32 -2.34  2.0953
C35 3.11 1.12 -2.85  -1.7442
C36 4.23 -1.12 -2.75  -1.6359
C37 -0.85 -3.64 -1.82  1.4582
C38 -0.54 -5.05 -2.33  -1.7753
C39 -2.36 -3.39 -1.87  -1.3430
H19 5.17 0.14 2.97  0.4557
H20 4.65 -1.55 3.13  0.3635
H21 4.63 -0.48 4.54  0.3511
H22 2.92 -0.17 2.03  -1.0092
H23 2.86 1.48 4.61  0.4346
H24 1.75 1.62 3.23  0.1016
H25 3.46 2.01 3.04  0.3620
H26 2.54 -0.38 5.74  0.4084
H27 0.87 -1.79 6.87  0.3958
H28 -0.62 -3.23 5.55  0.3838
H29 -0.52 -3.47 1.81  -0.6359
H30 -0.86 -5.20 4.31  0.3550
H31 0.47 -5.35 3.16  0.3243
H32 -1.19 -5.66 2.64  0.4543
H33 -2.44 -3.13 4.16  0.3266
H34 -2.87 -3.75 2.56  0.4402
H35 -2.31 -2.08 2.74  0.2409
H36 2.14 -3.94 -0.93  0.5581
H37 2.25 -3.95 1.78  0.6082
H38 -1.09 -3.12 -4.43  0.4264
H39 0.20 -1.56 -5.84  0.4500
H40 2.06 -0.29 -4.86  0.3878
H41 2.95 -0.28 -1.25  -0.7512
H42 3.37 1.16 -3.91  0.4913
H43 3.91 1.63 -2.31  0.3734
H44 2.18 1.67 -2.69  0.2119
H45 4.26 -1.26 -3.83  0.3434
H46 4.24 -2.10 -2.27  0.3333
H47 5.13 -0.58 -2.44  0.4752
H48 -0.55 -3.58 -0.78  -0.5216
H49 -0.99 -5.22 -3.31  0.3976
H50 -0.95 -5.80 -1.64  0.4593
H51 0.53 -5.21 -2.41  0.3457
H52 -2.74 -3.50 -2.89  0.2702
H53 -2.61 -2.40 -1.50  0.1374
H54 -2.87 -4.13 -1.25  0.4665

Properties
**Highest occupied orbital energy**: -10.11 eV
**Lowest unoccupied orbital energy**: -2.65 eV
**Net charge**: +1
**ΔE to the lowest compared entry with this formula, charge and spin**: 60.2 kcal/mol
**Max |F|**: 1.3 eV Å⁻¹
**Gap between HOMO and LUMO**: 7.46 eV
**Electronic energy**: -6757.69065 hartree